A structure of composition C37H48N2O7PSiW in a non-equilibrium geometry, computed with wB97M-V/def2-TZVPD.

## Properties
Charge ... +1
E_HOMO (spin up / spin down) ... -0.3121 / -0.3570 hartree
Spin multiplicity ... 3
Lowest unoccupied orbital energy (spin up / spin down) ... -3.497 / -3.387 eV
Expectation value of S² ... 2.019
Kohn-Sham gap (spin up / spin down) ... 5.00 / 6.33 eV

```
97
Properties=species:S:1:pos:R:3:forces:R:3:mulliken_charge:R:1
W 0.179 -0.169 0.348 -3.98 -0.14 1.32 0.545
C 6.957 1.691 -2.578 0.29 0.01 -0.06 -0.967
O 5.540 1.793 -2.532 -0.21 -0.34 0.26 -0.430
C 4.856 0.804 -1.934 -0.57 0.37 -0.16 0.405
C 5.419 -0.394 -1.468 0.40 -0.47 0.20 -1.044
C 4.632 -1.330 -0.851 0.04 0.01 -0.02 -1.550
C 3.242 -1.144 -0.638 0.29 0.36 -0.31 1.126
C 2.442 -2.071 0.055 -1.71 0.22 0.35 0.654
C 2.877 -3.409 0.546 0.19 -0.01 -0.13 -1.789
O 1.188 -1.789 0.315 3.45 -2.99 0.17 -0.291
C 2.694 0.079 -1.145 -1.19 -0.21 0.52 -0.286
O 1.392 0.373 -0.981 3.18 0.47 -2.32 0.041
C 3.491 1.013 -1.776 0.26 0.34 -0.36 0.251
H 7.306 2.629 -3.000 0.00 -0.02 0.00 0.272
H 7.279 0.867 -3.217 -0.06 0.02 -0.01 0.369
H 7.378 1.564 -1.578 -0.05 0.03 -0.02 0.400
H 6.476 -0.589 -1.586 -0.05 0.00 0.01 0.494
H 5.099 -2.234 -0.486 0.04 0.01 -0.04 0.306
H 3.868 -3.684 0.198 -0.01 -0.05 0.04 0.531
H 2.164 -4.161 0.203 -0.02 0.06 0.00 0.305
H 2.867 -3.425 1.640 -0.02 0.06 -0.04 0.291
H 3.049 1.937 -2.128 0.01 -0.05 0.01 0.572
N -0.423 -1.379 2.361 0.54 0.21 -0.08 -0.128
C 0.515 -1.067 3.422 -0.52 -0.52 0.23 -0.248
C 0.363 -1.593 4.684 0.03 0.20 -0.56 -0.205
C 1.289 -1.291 5.690 0.35 0.19 0.21 -0.875
C 2.352 -0.470 5.421 -0.11 -0.15 0.25 -0.965
C 2.525 0.093 4.142 -0.27 -0.15 -0.25 1.572
C 3.578 0.968 3.831 -0.05 0.21 -0.42 -1.182
C 3.616 1.529 2.579 0.59 0.16 0.69 -1.371
C 2.645 1.202 1.646 -0.87 -0.59 -0.27 -0.204
N 1.661 0.328 1.861 1.84 1.15 0.94 0.915
C 1.585 -0.210 3.120 0.08 0.04 0.07 -0.900
H -0.311 -2.357 2.107 -0.10 -0.05 -0.20 0.450
H -1.373 -1.281 2.707 -0.14 0.13 -0.25 0.375
H -0.478 -2.243 4.890 -0.01 -0.01 0.01 0.563
H 1.163 -1.703 6.682 -0.02 -0.01 -0.01 0.434
H 3.068 -0.228 6.197 0.01 -0.01 -0.01 0.465
H 4.323 1.206 4.579 0.00 0.01 0.00 0.469
H 4.394 2.229 2.308 -0.02 0.02 -0.03 0.592
H 2.660 1.658 0.668 0.06 0.06 -0.03 0.328
C -1.552 4.894 -3.367 0.10 -0.11 0.04 -1.471
C -0.740 3.635 -3.146 0.04 0.01 0.01 0.106
O -1.502 2.771 -2.302 0.13 0.24 0.19 -0.254
P -1.087 1.341 -1.640 -1.00 -0.58 -0.99 0.231
O -0.883 0.398 -2.958 0.07 0.16 0.00 -0.327
C 0.214 0.519 -3.871 -0.05 -0.07 0.04 -0.233
C 0.857 -0.834 -4.099 -0.07 0.22 0.01 -1.150
O -2.555 0.914 -1.220 -0.16 0.20 0.13 0.169
C -3.685 0.883 -2.118 -0.05 -0.06 0.00 -0.331
C -4.912 1.373 -1.379 0.17 -0.06 -0.01 -1.217
H -1.016 5.571 -4.033 -0.01 0.02 0.00 0.414
H -1.732 5.402 -2.420 -0.01 0.02 -0.01 0.307
H -2.511 4.642 -3.818 -0.01 0.03 0.00 0.328
H 0.221 3.870 -2.677 0.03 -0.03 0.01 0.185
H -0.548 3.136 -4.098 0.02 -0.02 0.01 0.256
H 0.951 1.238 -3.500 0.00 0.00 0.00 0.229
H -0.194 0.898 -4.811 0.06 0.07 -0.01 0.465
H 1.291 -1.208 -3.173 0.02 -0.07 0.02 -0.038
H 1.650 -0.741 -4.843 0.00 -0.02 -0.02 0.434
H 0.114 -1.543 -4.462 0.02 -0.04 0.04 0.364
H -3.811 -0.153 -2.437 0.06 0.00 -0.03 0.255
H -3.471 1.499 -2.989 -0.01 0.01 -0.03 0.369
H -5.142 0.702 -0.553 -0.02 0.01 0.07 0.218
H -5.767 1.397 -2.056 0.00 0.01 0.00 0.428
H -4.744 2.375 -0.986 -0.04 0.02 -0.02 0.278
C 0.201 3.740 0.554 -0.18 -0.02 0.37 -0.621
Si -0.842 2.729 1.774 0.08 0.52 -0.04 0.836
C -2.605 3.369 1.747 0.27 -0.18 0.08 -1.175
C -0.123 2.816 3.516 -0.08 -0.02 -0.23 -1.227
O -0.777 1.175 1.238 -0.98 1.00 1.24 0.190
H 0.545 4.683 0.984 0.00 -0.01 0.04 0.628
H -0.388 3.979 -0.332 -0.01 -0.02 -0.02 0.004
H 1.078 3.173 0.234 0.02 0.03 -0.04 -0.009
H -2.624 4.410 2.078 0.01 0.01 -0.01 0.469
H -3.263 2.802 2.409 0.01 -0.02 -0.01 0.326
H -3.019 3.328 0.738 0.02 -0.04 -0.02 0.148
H -0.427 3.744 4.006 0.02 0.01 0.01 0.523
H 0.970 2.791 3.510 0.01 0.00 -0.02 0.241
H -0.472 1.985 4.135 -0.05 0.01 -0.01 0.283
C -5.213 -2.202 1.390 -0.09 -0.06 -0.06 -0.842
C -4.412 -1.120 1.803 0.09 0.11 0.05 -0.912
C -3.195 -0.891 1.221 -0.20 -0.16 -0.11 -0.458
C -2.677 -1.748 0.208 0.14 0.17 0.08 2.118
C -1.363 -1.553 -0.365 -0.25 -0.11 -0.48 -0.056
C -1.000 -2.452 -1.350 0.08 0.17 0.14 -0.072
C -1.830 -3.494 -1.803 -0.07 -0.12 0.02 -1.367
C -3.056 -3.685 -1.241 -0.06 -0.10 -0.08 -1.016
C -3.509 -2.822 -0.218 0.23 0.14 0.03 0.838
C -4.773 -3.019 0.390 -0.07 0.00 0.04 -0.825
H -6.180 -2.362 1.848 0.01 -0.03 0.00 0.416
H -4.780 -0.453 2.575 0.02 0.03 -0.03 0.463
H -2.629 -0.018 1.497 0.08 0.15 0.03 0.289
H -0.020 -2.372 -1.806 0.00 0.00 -0.04 0.204
H -1.475 -4.161 -2.578 -0.01 0.01 -0.04 0.457
H -3.695 -4.500 -1.560 0.00 0.01 -0.01 0.400
H -5.392 -3.839 0.044 0.02 -0.02 -0.01 0.443
```
Forces are in eV/Å.